DFT (ωB97M-V with the def2-TZVPD basis set) results for a molecular structure, C6H6HoO4S at a distorted geometry.

As for the LUMO energy (alpha / beta): -14.63 / -14.45 eV. Its HOMO-LUMO gap (alpha / beta) is 0.2950 / 0.3020 hartree. Its HOMO energy (alpha / beta) is -0.833 / -0.833 Ha. As for the spin multiplicity: 5. Its charge is +3.

The geometry in XYZ format:
```
18
Properties=species:S:1:pos:R:3:mulliken_charge:R:1
O 1.742 1.497 3.085 0.0484
C 1.609 1.272 1.948 0.2295
Ho 0.742 0.801 -0.102 0.3689
O 3.378 -1.687 0.098 0.0059
C 2.681 -0.791 -0.001 0.3404
C 2.094 2.765 -0.666 0.4525
O 2.507 3.798 -0.923 0.0113
C 1.122 0.409 -2.312 0.2837
O 0.978 0.158 -3.441 0.0368
C -1.939 -2.279 0.378 -0.9061
S -0.726 -1.088 0.174 0.4155
C -1.765 0.428 0.134 -0.5504
H -1.420 -3.230 0.440 0.4062
H -2.584 -2.209 -0.495 0.4102
H -2.452 -2.022 1.302 0.4181
H -2.471 0.294 -0.690 0.4467
H -2.272 0.476 1.101 0.4444
H -1.223 1.409 -0.030 0.1379
```



DFT (ωB97M-V with the def2-TZVPD basis set) results for a single C3H5N3OS molecule at a distorted geometry.

As for the LUMO energy: 0.14 eV. For the relative energy (zero: lowest compared OMol25 entry of this formula, charge and spin), the calculation gives 136.1 kcal per mole. Its HOMO-LUMO gap is 0.3298 hartree. Its HOMO energy is -0.325 Ha. As for the structure (SMILES): [H]/N=N/C=C\C#S(N)=O.

The geometry in XYZ format:
```
13
Properties=species:S:1:pos:R:3:mulliken_charge:R:1
H 0.611 1.026 -1.378 0.3239
N 1.222 0.376 -0.952 -0.1672
N 2.270 0.333 -0.248 -0.4253
C 2.146 -0.215 0.932 -0.1993
C 0.846 -0.645 1.283 -0.2260
C -0.100 -0.407 0.364 0.0025
S -1.828 -0.481 0.133 0.4795
N -1.901 0.392 -1.324 -0.6311
O -2.334 0.464 1.121 -0.5545
H 3.079 -0.372 1.483 0.3971
H 0.696 -0.927 2.265 0.4123
H -2.964 0.604 -1.543 0.3252
H -1.746 -0.148 -2.136 0.2630
```



DFT (ωB97M-V with the def2-TZVPD basis set) results for a molecular structure, C15H25BrN3OSTc.

As for the LUMO energy (alpha / beta): -11.81 / -12.83 eV. For the relative energy (zero: lowest compared OMol25 entry of this formula, charge and spin), the calculation gives 0.0 kcal per mole. Its HOMO-LUMO gap (alpha / beta) is 0.2454 / 0.2200 hartree. Its HOMO energy (alpha / beta) is -0.679 / -0.691 Ha. As for the spin multiplicity: 4. Its charge is +3.

The geometry in XYZ format:
```
47
Properties=species:S:1:pos:R:3:mulliken_charge:R:1
Tc -0.183 -0.191 -0.071 0.8327
N -2.029 0.932 -0.346 -0.5028
N -3.189 0.290 0.170 -0.1724
C -3.060 -0.793 0.933 0.8821
N -4.088 -1.333 1.530 -0.3396
S -1.475 -1.544 1.146 -0.1608
H -1.958 1.859 0.086 0.3786
H -2.178 1.084 -1.348 0.3472
H -4.076 0.763 0.027 0.2650
H -5.024 -0.943 1.489 0.2476
H -3.982 -2.180 2.077 0.2369
C 3.518 -5.103 -4.789 -1.4649
C 4.126 -3.852 -4.093 1.8021
C 4.748 -2.935 -5.197 -1.4379
C 5.209 -4.288 -3.115 -2.0334
C 3.043 -3.048 -3.470 -0.5370
C 3.111 -2.630 -2.091 -0.3362
C 2.092 -1.876 -1.627 -0.4848
Br 2.096 -1.285 0.194 0.0097
C 0.975 -1.476 -2.414 1.7761
O 0.066 -0.666 -1.864 -0.9576
C 0.850 -1.895 -3.772 -0.4677
C 1.905 -2.646 -4.233 -0.0642
C -0.297 -1.558 -4.735 1.6136
C 0.294 -0.727 -5.889 -1.5631
C -0.866 -2.878 -5.279 -1.5767
C -1.458 -0.765 -4.125 -1.8814
H 4.344 -5.644 -5.252 0.4746
H 2.813 -4.853 -5.579 0.3648
H 3.042 -5.763 -4.065 0.3938
H 5.545 -3.523 -5.655 0.4643
H 5.184 -2.031 -4.775 0.3967
H 4.039 -2.663 -5.976 0.3780
H 5.955 -4.868 -3.657 0.4144
H 4.818 -4.925 -2.320 0.4611
H 5.736 -3.439 -2.675 0.4366
H 3.950 -2.923 -1.477 0.7106
H 1.883 -2.966 -5.264 0.5273
H 1.069 -1.270 -6.431 0.3428
H 0.717 0.213 -5.534 0.4013
H -0.496 -0.495 -6.603 0.4642
H -0.129 -3.461 -5.830 0.3433
H -1.675 -2.654 -5.974 0.4575
H -1.270 -3.503 -4.481 0.4064
H -1.156 0.233 -3.807 0.2287
H -1.933 -1.297 -3.297 0.3782
H -2.210 -0.641 -4.903 0.5440
```



DFT (ωB97M-V with the def2-TZVPD basis set) results for a single C3H8N2O molecule at a distorted geometry.

As for the LUMO energy: 0.69 eV. For the relative energy (zero: lowest compared OMol25 entry of this formula, charge and spin), the calculation gives 36.3 kcal per mole. Its HOMO-LUMO gap is 0.3670 hartree. Its HOMO energy is -0.342 Ha. As for the structure (SMILES): NCCC(N)=O.

The geometry in XYZ format:
```
14
Properties=species:S:1:pos:R:3:mulliken_charge:R:1
N -0.947 0.771 1.503 -0.4774
C -1.190 0.006 0.330 -0.4867
C -0.129 0.569 -0.750 -0.4613
C 1.053 -0.257 -1.226 0.4827
N 1.569 -1.112 -0.307 -0.3586
O 1.610 -0.169 -2.345 -0.6309
H -0.134 0.391 2.134 0.2026
H -1.758 1.013 1.933 0.1667
H -1.123 -1.122 0.484 0.2661
H -2.228 0.189 -0.119 0.3475
H 0.177 1.545 -0.319 0.3086
H -0.745 0.695 -1.675 0.1979
H 2.604 -1.298 -0.258 0.2629
H 1.240 -1.221 0.616 0.1799
```